i.
ORCA calculation (wB97M-V/def2-TZVPD) on a molecular structure, C3H4EuO2.

Computed properties:
total charge	+2
Kohn-Sham gap (alpha / beta)	3.98 / 4.22	eV
2S+1	8

Structure (XYZ):
```
10
C3H4EuO2 | the Open Molecules 2025 dataset | wB97M-V/def2-TZVPD
C 2.1868 -0.6743 1.0992
C 1.4820 0.2573 0.2344
H 2.0272 0.9725 -0.3926
H 0.5844 0.6047 0.7806
C 0.8945 -1.1125 -0.4803
O 0.8570 -1.1871 -1.7029
Eu -0.4399 -2.3630 -3.6784
H 0.1961 -1.7254 0.1190
O 3.3101 -1.1015 0.5911
H 3.9805 -1.1918 1.2826
```

What are the Mulliken partial charges on each atom? They are as follows, in elementary charge units: C -0.410; C -0.127; H 0.337; H 0.274; C 0.004; O -0.540; Eu 1.899; H 0.470; O -0.335; H 0.426

=====

ii.
ORCA calculation (wB97M-V/def2-TZVPD) on a molecular structure, C3H4EuO2.

Computed properties:
total charge	+2
Kohn-Sham gap (alpha / beta)	8.23 / 7.87	eV
2S+1	8

Structure (XYZ):
```
10
C3H4EuO2 | the Open Molecules 2025 dataset | wB97M-V/def2-TZVPD
O -1.2197 -0.6631 -0.3052
C -1.3641 0.5111 0.2755
Eu 0.1154 2.6211 -0.5233
O -2.3969 1.1435 0.4077
C 0.2034 -1.0104 -0.3247
H 0.2768 -1.9286 0.2724
H 0.4696 -1.2195 -1.3676
C 0.9201 0.1770 0.2692
H 1.0286 0.1916 1.3637
H 1.9668 0.1773 -0.0678
```

What are the Mulliken partial charges on each atom? They are as follows, in elementary charge units: O -0.170; C 0.465; Eu 1.684; O -0.276; C -0.017; H 0.304; H 0.305; C -1.240; H 0.444; H 0.502

=====

The structure with the most favorable energy is ii; the runner-up is 0.365 eV above it.

=====

i.
ORCA calculation (wB97M-V/def2-TZVPD) on 6 unconnected molecules or ions with the total composition C29H28F40O7S.

Computed properties:
Kohn-Sham gap	10.58	eV
SMILES string	FC(F)C(F)(F)COC(F)(F)C(F)F.FC(F)C(F)(F)COC(F)(F)C(F)F.FC(F)C(F)(F)COC(F)(F)C(F)F.FC(F)C(F)(F)COC(F)(F)C(F)F.FC(F)C(F)(F)COC(F)(F)C(F)F.O=S1(=O)CCCC1

Structure (XYZ):
```
105
C29H28F40O7S | the Open Molecules 2025 dataset | wB97M-V/def2-TZVPD
F 13.3399 13.2805 -10.6424
C 12.8811 12.1067 -10.3170
F 11.6231 11.9175 -10.8614
C 13.8758 10.8988 -10.5199
F 13.9069 10.7258 -11.9070
F 13.5383 9.7932 -9.9178
C 15.3348 11.2691 -10.1202
O 16.1688 10.1381 -10.0321
C 16.7872 9.9109 -8.7744
F 17.4797 10.9771 -8.2269
F 15.7528 9.6160 -7.9086
C 17.8048 8.6873 -9.0435
F 18.8406 8.6461 -8.1666
F 17.3852 7.5019 -9.3897
H 12.6728 12.2038 -9.2515
H 15.1571 11.7003 -9.1350
H 15.7104 12.1005 -10.7165
H 18.3277 8.8340 -9.9886
F 17.8433 16.7366 -14.9284
C 17.6769 16.0380 -13.8260
F 16.6562 15.1912 -13.9801
C 19.0482 15.2311 -13.5491
F 18.7352 14.3252 -12.5429
F 19.8247 16.1884 -12.9569
C 19.7556 14.4951 -14.7559
O 18.8818 13.4178 -15.3350
C 19.2682 12.1333 -14.8563
F 20.5034 12.1025 -14.7608
F 18.7018 11.8507 -13.6518
C 18.9226 11.0270 -15.8495
F 19.8450 10.0479 -15.9028
F 17.7737 10.4018 -15.4446
H 17.4758 16.7853 -13.0583
H 20.8122 14.3091 -14.5633
H 20.0513 15.1377 -15.5852
H 18.6798 11.3027 -16.8757
F 11.7479 4.5896 -15.4875
C 10.6252 3.9350 -15.3810
F 10.8529 3.0092 -14.4267
C 9.2818 4.6571 -15.2992
F 8.1612 4.0113 -15.4811
F 9.3604 5.6654 -16.2577
C 9.1968 5.5035 -13.9526
O 8.0776 6.4345 -14.0069
C 8.3220 7.7940 -13.7798
F 9.2952 8.0166 -12.8328
F 8.7249 8.3413 -14.9192
C 6.9188 8.3823 -13.4359
F 6.3542 7.5732 -12.5110
F 7.0100 9.6462 -12.9141
H 10.6064 3.5465 -16.3992
H 10.2011 5.9243 -13.9037
H 8.9789 4.8118 -13.1388
H 6.3138 8.2840 -14.3372
F 12.0229 8.0188 -17.9403
C 11.1184 9.0300 -17.8188
F 10.0516 8.3893 -17.1686
C 11.6316 10.3735 -17.3251
F 10.7064 11.3076 -16.9531
F 12.3692 10.9642 -18.2318
C 12.4735 10.1938 -16.0415
O 13.5580 9.3454 -16.4066
C 14.7544 9.2041 -15.5273
F 15.2450 10.3446 -15.6304
F 14.2967 9.0673 -14.2722
C 15.5810 7.9865 -15.8388
F 15.9495 7.8003 -17.1034
F 16.6909 7.9843 -15.1246
H 10.6282 9.3254 -18.7464
H 11.8797 9.8502 -15.1946
H 12.8595 11.1998 -15.8768
H 14.9277 7.1672 -15.5386
F 19.0495 2.2220 -12.4088
C 18.2947 2.7159 -13.4488
F 17.6355 1.6298 -13.9341
C 17.3909 3.9489 -13.1853
F 17.1726 4.5359 -14.3543
F 17.9771 4.8775 -12.4103
C 16.0645 3.5495 -12.4490
O 15.3077 4.5555 -11.6986
C 14.4566 5.4228 -12.4458
F 14.9864 6.6689 -12.2235
F 14.4128 5.1896 -13.7680
C 13.0364 5.4451 -11.8104
F 12.2835 6.4171 -12.3541
F 12.4871 4.2604 -11.9806
H 19.0742 3.1521 -14.0735
H 16.1885 2.7612 -11.7066
H 15.5107 3.1268 -13.2873
H 13.2302 5.6567 -10.7589
O 17.5857 14.5601 -20.1199
S 17.1532 13.4200 -19.3202
O 17.9180 12.2463 -19.0449
C 16.7066 14.0082 -17.6084
C 15.2554 14.4498 -17.7008
C 14.5059 13.5421 -18.6654
C 15.3927 13.1037 -19.8023
H 17.4250 14.8100 -17.4375
H 17.0302 13.1310 -17.0482
H 14.7480 14.3196 -16.7450
H 15.2291 15.4960 -18.0057
H 13.5442 13.9210 -19.0115
H 14.1991 12.6125 -18.1859
H 15.1562 13.5067 -20.7871
H 15.2888 12.0335 -19.9810
```

Here are the Mulliken charges for atoms 1 to 99, given in e: F -0.242; C -0.019; F -0.251; C 0.984; F -0.228; F -0.274; C -1.121; O -0.248; C 0.913; F -0.261; F -0.278; C 0.193; F -0.267; F -0.202; H 0.296; H 0.432; H 0.484; H 0.097; F -0.264; C 0.055; F -0.182; C 0.886; F -0.261; F -0.316; C -1.017; O -0.238; C 0.981; F -0.292; F -0.241; C 0.342; F -0.317; F -0.168; H 0.276; H 0.374; H 0.517; H -0.068; F -0.146; C 0.075; F -0.294; C 0.908; F -0.291; F -0.252; C -0.735; O -0.382; C 0.807; F -0.250; F -0.255; C 0.160; F -0.267; F -0.253; H 0.222; H 0.225; H 0.448; H 0.276; F -0.188; C 0.033; F -0.160; C 1.223; F -0.344; F -0.221; C -0.960; O -0.482; C 0.604; F -0.221; F -0.133; C 0.577; F -0.302; F -0.174; H 0.159; H 0.367; H 0.312; H -0.038; F -0.290; C 0.035; F -0.253; C 1.040; F -0.243; F -0.279; C -0.946; O -0.358; C 0.641; F -0.178; F -0.239; C 0.137; F -0.124; F -0.283; H 0.276; H 0.468; H 0.381; H 0.212; O -0.668; S 1.090; O -0.637; C -0.051; C -0.755; C -0.022; C -0.858; H 0.424; H -0.312

=====

ii.
ORCA calculation (wB97M-V/def2-TZVPD) on 6 unconnected molecules or ions with the total composition C29H28F40O7S.

Computed properties:
Kohn-Sham gap	10.85	eV
SMILES string	FC(F)C(F)(F)COC(F)(F)C(F)F.FC(F)C(F)(F)COC(F)(F)C(F)F.FC(F)C(F)(F)COC(F)(F)C(F)F.FC(F)C(F)(F)COC(F)(F)C(F)F.FC(F)C(F)(F)COC(F)(F)C(F)F.O=S1(=O)CCCC1

Structure (XYZ):
```
105
C29H28F40O7S | the Open Molecules 2025 dataset | wB97M-V/def2-TZVPD
F -6.2771 3.4936 -4.9057
C -5.9523 3.1917 -3.6196
F -7.0571 2.8276 -2.9553
C -4.8576 2.0728 -3.5916
F -5.1550 1.0958 -4.5098
F -4.8354 1.5221 -2.3735
C -3.4130 2.4706 -3.9712
O -3.0760 3.6687 -3.2727
C -1.7678 3.7074 -2.7742
F -1.6915 2.7045 -1.8529
F -0.8103 3.4296 -3.6588
C -1.6337 5.0520 -2.1418
F -0.5769 5.1165 -1.3207
F -1.6276 6.0669 -3.0310
H -5.5828 4.1043 -3.1414
H -3.2336 2.5213 -5.0465
H -2.7352 1.6541 -3.7110
H -2.5578 5.1229 -1.5573
F 3.9446 -0.3633 -0.4171
C 3.7016 -1.6790 -0.4144
F 4.8421 -2.3150 -0.7882
C 3.0382 -2.2055 0.8719
F 3.6645 -1.7978 2.0357
F 3.2048 -3.5487 0.9267
C 1.5436 -1.9239 1.0268
O 1.2065 -0.5740 1.2456
C 0.5521 0.0782 0.1980
F 1.3956 0.1886 -0.8242
F -0.5071 -0.6283 -0.3102
C 0.1087 1.4457 0.7035
F -1.0378 1.3919 1.3982
F 1.0517 1.9199 1.5713
H 2.9365 -2.0182 -1.1324
H 1.3057 -2.4588 1.9496
H 0.9931 -2.5423 0.3113
H 0.0647 2.2237 -0.0608
F 1.3796 2.6544 5.9389
C 2.6128 2.1825 5.6613
F 2.4815 0.8795 5.2542
C 3.4510 3.0026 4.7241
F 4.7276 2.5785 4.5804
F 3.5928 4.2015 5.3826
C 2.8633 3.1484 3.3407
O 3.6434 4.0031 2.5322
C 4.1732 3.6044 1.3121
F 5.4745 3.8606 1.2885
F 4.0567 2.2427 1.1911
C 3.4765 4.2461 0.1400
F 3.8446 3.8794 -1.1026
F 2.1455 4.0201 0.3327
H 3.1404 2.0647 6.6115
H 1.8669 3.5853 3.2945
H 2.8023 2.1066 3.0194
H 3.6473 5.3274 0.1369
F -3.5426 -3.2179 -3.2808
C -3.2831 -2.1810 -4.1193
F -3.4579 -1.0237 -3.4532
C -1.8500 -2.2441 -4.7187
F -1.9885 -1.3901 -5.7680
F -1.6138 -3.4542 -5.2969
C -0.7111 -1.7392 -3.8005
O 0.2099 -0.9408 -4.5659
C 1.5165 -1.3660 -4.5355
F 2.2208 -0.3762 -5.1333
F 1.9631 -1.4295 -3.2742
C 1.8837 -2.6922 -5.2218
F 3.2282 -2.8453 -5.2275
F 1.2670 -3.7933 -4.6872
H -4.0048 -2.1734 -4.9374
H -0.2786 -2.5107 -3.1595
H -1.1043 -1.1268 -2.9866
H 1.5354 -2.8215 -6.2561
F -3.1269 -0.8117 2.8696
C -2.4464 -0.3571 3.9140
F -1.1227 -0.2485 3.5746
C -3.0656 0.9420 4.5190
F -4.1348 0.6433 5.3038
F -3.3767 1.6974 3.4483
C -1.9834 1.7007 5.3296
O -2.3508 3.0291 5.6673
C -2.9323 3.1855 6.9055
F -4.2381 2.8211 6.8793
F -2.4406 2.4930 7.9692
C -2.8656 4.6911 7.1764
F -3.6440 5.0286 8.2128
F -1.5987 5.1405 7.3292
H -2.4345 -1.0720 4.7431
H -1.0640 1.6488 4.7517
H -1.7887 1.0435 6.1818
H -3.2513 5.1235 6.2492
O -0.1412 -7.7199 -0.1253
S 0.7253 -6.7034 -0.6897
O 0.4580 -5.3104 -0.2881
C 2.4725 -7.0722 -0.4542
C 3.0738 -6.6732 -1.7704
C 2.1342 -7.0310 -2.9997
C 0.7220 -6.5690 -2.5781
H 2.5489 -8.1456 -0.2696
H 2.8638 -6.5885 0.4378
H 3.3305 -5.6129 -1.7548
H 4.0070 -7.1951 -1.9884
H 2.1933 -8.1048 -3.1515
H 2.5023 -6.4139 -3.8150
H -0.0295 -7.3003 -2.8689
H 0.4661 -5.5360 -2.7812
```

Here are the Mulliken charges for atoms 1 to 99, given in e: F -0.271; C 0.137; F -0.269; C 1.204; F -0.317; F -0.298; C -0.737; O -0.430; C 0.852; F -0.189; F -0.267; C 0.103; F -0.190; F -0.270; H 0.202; H 0.408; H 0.126; H 0.246; F -0.123; C 0.794; F -0.342; C 1.009; F -0.327; F -0.285; C -1.404; O -0.313; C 1.156; F -0.241; F -0.267; C 0.128; F -0.179; F -0.136; H -0.327; H 0.436; H 0.555; H -0.053; F -0.206; C 0.012; F -0.240; C 1.060; F -0.305; F -0.318; C -0.602; O -0.359; C 0.846; F -0.294; F -0.243; C 0.131; F -0.258; F -0.220; H 0.219; H 0.305; H 0.216; H 0.196; F -0.267; C -0.120; F -0.181; C 0.932; F -0.284; F -0.286; C -0.434; O -0.421; C 0.784; F -0.324; F -0.174; C 0.069; F -0.260; F -0.183; H 0.298; H 0.151; H 0.371; H 0.253; F -0.273; C 0.003; F -0.117; C 0.904; F -0.303; F -0.279; C -0.901; O -0.338; C 0.885; F -0.309; F -0.293; C 0.191; F -0.270; F -0.239; H 0.269; H 0.412; H 0.449; H 0.221; O -0.701; S 0.991; O -0.541; C -0.638; C -0.494; C -0.583; C -0.197; H 0.339; H 0.384

=====

The structure with the most favorable energy is ii; the runner-up is 4.544 eV above it.

=====

i.
ORCA calculation (wB97M-V/def2-TZVPD) on a molecular structure, C4H8INO3.

Computed properties:
Kohn-Sham gap	9.72	eV

Structure (XYZ):
```
17
C4H8INO3 | the Open Molecules 2025 dataset | wB97M-V/def2-TZVPD
C 0.4760 -1.6254 0.9119
C 0.4651 -0.9013 -0.4310
C 0.2298 1.5230 0.3099
C -0.3716 0.3330 -0.5466
N -1.7248 -0.0041 0.0184
O -2.4664 -0.4988 -0.7394
O -1.9424 0.2684 1.1570
O 1.4897 1.8662 -0.1539
I -0.5486 0.6237 -2.6809
H 1.3534 -2.1249 0.9024
H -0.3754 -2.2386 0.9269
H 0.3078 -0.9329 1.7028
H 0.0482 -1.5695 -1.2279
H 1.5605 -0.8744 -0.7712
H -0.3397 2.5571 0.3119
H 0.3012 1.3668 1.3744
H 1.5371 2.2317 -1.0646
```

What are the Mulliken partial charges on each atom? They are as follows, in elementary charge units: C -1.361; C -0.651; C -0.551; C 0.011; N 1.039; O -0.578; O -0.568; O -0.514; I 0.189; H 0.412; H 0.378; H 0.350; H 0.428; H 0.428; H 0.327; H 0.331; H 0.331

=====

ii.
ORCA calculation (wB97M-V/def2-TZVPD) on C4H8INO3 in the gas phase.

Computed properties:
Kohn-Sham gap	9.02	eV
SMILES string	C[C@H](O)[C@](C)(I)[N+](=O)[O-]

Structure (XYZ):
```
17
C4H8INO3 | the Open Molecules 2025 dataset | wB97M-V/def2-TZVPD
C -0.9776 -0.0868 1.0761
C 0.3147 -0.7648 0.6080
O 1.0832 -1.1449 1.6754
C 1.2487 0.4191 -0.3298
C 0.6490 0.4830 -1.6593
I 3.3571 -0.1918 -0.1097
N 1.1642 1.5924 0.5512
O 1.4943 1.4044 1.6980
O 0.7189 2.6232 0.1219
H -0.9222 0.2467 2.0135
H -1.1296 0.6785 0.3435
H -1.7431 -0.7739 1.1093
H 0.3492 -1.7166 0.1279
H 1.3487 -0.5867 2.3881
H -0.1601 1.0939 -1.5788
H 1.4347 0.8055 -2.4937
H 0.3407 -0.4562 -2.0833
```

What are the Mulliken partial charges on each atom? They are as follows, in elementary charge units: C -1.481; C 0.195; O -0.542; C -0.227; C -1.138; I 0.166; N 0.980; O -0.536; O -0.603; H 0.443; H 0.421; H 0.396; H 0.493; H 0.354; H 0.412; H 0.298; H 0.369

=====

The structure with the most favorable energy is i; the runner-up is 0.581 eV above it.

=====

i.
ORCA calculation (wB97M-V/def2-TZVPD) on 2 unconnected molecules or ions with the total composition C9H13N3.

Computed properties:
Kohn-Sham gap	8.39	eV
SMILES string	[H]/N=C(/C)N(C)C.C#CC(=C)C#N

Structure (XYZ):
```
25
C9H13N3 | the Open Molecules 2025 dataset | wB97M-V/def2-TZVPD
H 1.8242 0.9991 -2.1918
N 2.2310 1.5239 -1.4123
C 2.1403 0.9125 -0.2935
C 2.5276 1.6924 0.9202
N 1.5910 -0.3474 -0.0523
C 1.3451 -1.1422 -1.2596
C 1.9300 -1.0804 1.1854
H 3.1510 1.1115 1.6105
H 1.6018 2.0062 1.4159
H 3.0439 2.5986 0.5632
H 0.4514 -0.7679 -1.7988
H 2.2004 -1.1630 -1.9114
H 1.1252 -2.1702 -0.9360
H 1.6730 -0.4777 2.0641
H 1.3661 -2.0527 1.2549
H 3.0225 -1.2545 1.2368
C -2.0557 -1.8203 -0.3818
C -2.7469 -0.8443 -0.2268
C -3.6709 0.2754 -0.1109
C -4.9074 0.1614 0.3529
C -3.0924 1.6032 -0.2458
N -2.4995 2.6114 -0.2893
H -1.4086 -2.6450 -0.5298
H -5.3414 -0.7985 0.6169
H -5.5019 1.0688 0.4194
```

What are the Mulliken partial charges on each atom? They are as follows, in elementary charge units: H 0.244; N -0.765; C 0.690; C -1.092; N 0.248; C -1.363; C -1.052; H 0.337; H 0.264; H 0.317; H 0.343; H 0.447; H 0.331; H 0.337; H 0.335; H 0.365; C 0.119; C -0.277; C 0.227; C -0.797; C 0.113; N -0.402; H 0.412; H 0.315; H 0.305

=====

ii.
ORCA calculation (wB97M-V/def2-TZVPD) on a molecular structure, C9H13N3.

Computed properties:
Kohn-Sham gap (alpha / beta)	7.68 / 7.68	eV

Structure (XYZ):
```
25
C9H13N3 | the Open Molecules 2025 dataset | wB97M-V/def2-TZVPD
C 2.8282 -0.9534 -0.9553
C 0.7314 -1.8398 0.1162
C 2.3344 0.2454 -0.9212
C 1.2612 0.7927 -0.2434
C 2.1553 -1.8534 0.1954
C -1.1117 -0.4465 -0.1731
C 1.6631 1.4287 1.0692
C -2.2096 -1.4209 -0.2217
C -2.1066 1.4388 -1.5225
N 0.1946 -0.7377 0.4167
N 0.1641 1.3579 -0.9585
N -0.9973 0.6877 -0.8536
H 3.5618 -1.4196 -1.5986
H 0.1908 -2.4845 -0.5168
H 2.4494 -2.9291 0.0106
H 2.4901 -1.4607 1.0651
H 1.9112 2.4672 1.0894
H 2.5026 0.9079 1.5617
H 0.7406 1.3085 1.7074
H -3.1294 -1.0223 -0.4030
H -2.2492 -1.8819 0.7321
H -2.0791 -2.2506 -0.8975
H -2.6013 2.0792 -0.8628
H -1.5579 1.9769 -2.2817
H -2.8489 0.8182 -1.9149
```

What are the Mulliken partial charges on each atom? They are as follows, in elementary charge units: C -0.535; C -0.020; C -0.869; C 1.377; C -0.775; C 0.640; C -1.145; C -1.611; C -1.025; N -0.344; N -1.065; N 0.707; H 0.419; H 0.336; H 0.349; H 0.297; H 0.344; H 0.306; H 0.267; H 0.521; H 0.442; H 0.303; H 0.327; H 0.352; H 0.401

=====

The structure with the most favorable energy is i; the runner-up is 2.909 eV above it.